Molecular formula: CH4O3S
Method: DFT, ωB97M-V/def2-TZVPD

Values from the calculation:
relative energy (zero: lowest compared OMol25 entry of this formula, charge and spin)	664.62	kJ/mol
charge	0

Geometry (Å):
1 C -0.32 0.33 0.75
2 S 0.16 -1.12 -0.24
3 O 1.72 -1.19 0.16
4 O 2.82 -0.28 -0.30
5 O 2.55 0.86 0.30
6 H -1.33 0.34 0.73
7 H 0.20 1.33 0.31
8 H 0.15 0.23 1.79
9 H 3.04 0.87 1.12


Molecular formula: C24H36LiO18
Method: DFT, ωB97M-V/def2-TZVPD

Values from the calculation:
relative energy (zero: lowest compared OMol25 entry of this formula, charge and spin)	31.43	kJ/mol
charge	+1

Geometry (Å):
1 Li 0.51 -0.60 0.39
2 C 0.74 5.51 1.17
3 C 1.21 4.49 0.09
4 C 2.55 3.87 0.45
5 O 2.11 2.63 1.13
6 C 0.84 2.48 0.96
7 O 0.29 1.40 1.28
8 O 0.32 3.52 0.29
9 H 0.72 5.28 2.19
10 H -0.31 5.91 1.11
11 H 1.31 6.31 1.06
12 H 1.23 4.92 -0.86
13 H 3.17 4.48 1.06
14 H 3.21 3.77 -0.49
15 C -3.54 -3.70 4.04
16 C -3.20 -2.55 3.09
17 C -3.26 -1.14 3.60
18 O -2.03 -0.61 3.07
19 C -1.20 -1.63 2.69
20 O -0.05 -1.46 2.25
21 O -1.91 -2.82 2.70
22 H -3.02 -3.84 5.08
23 H -3.44 -4.83 3.61
24 H -4.48 -3.67 4.49
25 H -3.82 -2.77 2.12
26 H -3.15 -1.17 4.63
27 H -4.15 -0.58 3.27
28 C 6.35 2.17 -0.44
29 C 6.02 0.81 0.08
30 C 5.81 0.74 1.55
31 O 4.45 0.42 1.66
32 C 3.85 0.10 0.51
33 O 2.66 -0.40 0.40
34 O 4.84 0.40 -0.44
35 H 7.28 2.51 -0.18
36 H 5.75 2.98 -0.30
37 H 6.16 2.04 -1.60
38 H 6.86 0.13 -0.09
39 H 5.92 1.67 2.13
40 H 6.62 0.12 2.06
41 C -2.97 -4.66 -0.81
42 C -1.51 -4.92 -0.42
43 C -0.64 -5.48 -1.54
44 O 0.45 -4.52 -1.52
45 C 0.20 -3.53 -0.68
46 O 0.90 -2.56 -0.43
47 O -0.97 -3.66 -0.12
48 H -3.42 -5.56 -0.90
49 H -2.92 -4.07 -1.86
50 H -3.61 -4.43 0.16
51 H -1.39 -5.59 0.50
52 H -1.09 -5.49 -2.54
53 H -0.31 -6.54 -1.33
54 C -5.80 0.50 0.41
55 C -5.07 -0.81 0.32
56 C -4.77 -1.34 -1.08
57 O -3.51 -1.16 -1.34
58 C -2.84 -0.59 -0.33
59 O -1.60 -0.33 -0.31
60 O -3.66 -0.42 0.60
61 H -5.85 0.86 1.54
62 H -6.72 0.50 0.21
63 H -5.26 1.35 0.07
64 H -5.45 -1.54 0.93
65 H -5.27 -0.87 -1.82
66 H -5.13 -2.40 -0.85
67 C 1.42 3.28 -4.73
68 C 2.03 2.05 -4.11
69 C 3.06 2.46 -3.10
70 O 2.46 1.88 -1.93
71 C 1.37 1.23 -2.22
72 O 0.78 0.58 -1.38
73 O 0.96 1.34 -3.47
74 H 0.76 3.72 -3.89
75 H 0.74 2.88 -5.54
76 H 2.11 3.92 -5.34
77 H 2.26 1.35 -4.92
78 H 2.98 3.58 -2.87
79 H 4.04 2.09 -3.16


Molecular formula: C10H13N2O2P
Method: DFT, ωB97M-V/def2-TZVPD

Values from the calculation:
relative energy (zero: lowest compared OMol25 entry of this formula, charge and spin)	259.24	kJ/mol
charge	0

Geometry (Å):
1 C -4.17 0.37 -0.33
2 C -3.21 0.75 -1.27
3 C -3.83 -0.01 0.97
4 C -1.87 0.70 -0.87
5 C -2.45 -0.05 1.41
6 C -1.53 0.37 0.47
7 C 3.36 0.59 0.32
8 C 0.51 -1.71 2.13
9 C 4.16 1.54 -1.79
10 C 0.68 -1.70 -0.24
11 N 4.01 0.68 -0.68
12 N 0.50 -1.14 0.99
13 O 2.95 0.27 1.36
14 O 0.94 1.00 -0.47
15 P 0.23 0.67 0.83
16 H -5.18 0.61 -0.58
17 H -3.49 1.19 -2.22
18 H -4.49 -0.58 1.67
19 H -1.01 0.97 -1.43
20 H -2.09 -0.50 2.31
21 H 0.72 -2.85 2.24
22 H 0.49 -1.17 3.14
23 H 5.15 1.93 -1.88
24 H 3.83 0.94 -2.61
25 H 3.51 2.38 -1.68
26 H 1.16 -2.68 -0.12
27 H -0.31 -1.63 -0.85
28 H 1.42 -0.93 -0.79


Molecular formula: C3H7NS
Method: DFT, ωB97M-V/def2-TZVPD

Values from the calculation:
relative energy (zero: lowest compared OMol25 entry of this formula, charge and spin)	343.57	kJ/mol
charge	0

Geometry (Å):
1 C 1.38 0.13 -0.17
2 C 2.34 1.01 -0.05
3 C -1.31 -1.23 -0.65
4 N -2.63 -0.01 1.25
5 S -2.13 0.18 -0.20
6 H 1.21 -0.41 -1.05
7 H 0.56 -0.09 0.55
8 H 2.53 1.63 0.92
9 H 3.06 1.21 -0.86
10 H -0.58 -1.28 -1.49
11 H -1.25 -1.93 0.26
12 H -3.19 0.78 1.49


Molecular formula: C6H15NO
Method: DFT, ωB97M-V/def2-TZVPD

Values from the calculation:
relative energy (zero: lowest compared OMol25 entry of this formula, charge and spin)	292.71	kJ/mol
charge	0

Geometry (Å):
1 C -1.63 -1.83 -0.65
2 C -0.53 -2.05 0.40
3 N -0.27 -0.76 1.14
4 C -0.16 0.55 0.54
5 C 0.01 1.66 1.69
6 C 0.99 0.75 -0.45
7 C 0.82 -0.25 -1.54
8 O 0.74 2.05 -0.85
9 H -2.60 -2.01 -0.14
10 H -1.40 -0.85 -1.19
11 H -1.53 -2.55 -1.49
12 H 0.14 -2.63 -0.03
13 H -0.93 -2.79 1.17
14 H 0.56 -0.96 1.78
15 H -1.13 0.74 -0.08
16 H -0.83 1.45 2.41
17 H 0.04 2.71 1.31
18 H 0.98 1.52 2.18
19 H 1.98 0.73 -0.07
20 H -0.22 -0.34 -1.87
21 H 1.19 -1.31 -1.23
22 H 1.46 0.00 -2.34
23 H 1.27 2.28 -1.63


Molecular formula: CHF3NO2S
Method: DFT, ωB97M-V/def2-TZVPD

Values from the calculation:
relative energy (zero: lowest compared OMol25 entry of this formula, charge and spin)	198.75	kJ/mol
charge	-1

Geometry (Å):
1 C 1.57 -0.07 0.00
2 N -0.84 0.69 -0.71
3 O -3.38 0.48 -0.53
4 O -1.91 -0.69 1.12
5 F 2.79 0.05 -0.73
6 F 1.75 0.56 1.19
7 F 1.34 -1.41 0.28
8 S -1.99 0.07 -0.17
9 H 0.67 0.32 -0.44


Molecular formula: C20H22N4O3S2
Method: DFT, ωB97M-V/def2-TZVPD

Values from the calculation:
relative energy (zero: lowest compared OMol25 entry of this formula, charge and spin)	91.19	kJ/mol
charge	0

Geometry (Å):
1 O -3.28 -1.86 1.45
2 C -2.65 -1.47 0.49
3 N -2.97 -0.36 -0.21
4 H -2.33 -0.04 -0.92
5 C -3.99 0.57 0.22
6 H -4.77 -0.01 0.71
7 H -4.40 1.07 -0.66
8 C -3.43 1.61 1.22
9 C -2.20 2.27 0.67
10 C -0.95 1.99 1.21
11 C 0.20 2.56 0.68
12 C 0.10 3.43 -0.39
13 C -1.14 3.72 -0.93
14 C -2.28 3.14 -0.40
15 H -3.24 3.38 -0.82
16 H -1.22 4.40 -1.76
17 H 0.99 3.89 -0.79
18 H 1.16 2.33 1.11
19 H -0.87 1.32 2.06
20 H -3.19 1.09 2.15
21 H -4.21 2.35 1.42
22 C -1.39 -2.14 -0.03
23 C -1.29 -3.62 0.34
24 C 0.03 -4.19 -0.19
25 C 1.21 -3.38 0.34
26 N 1.06 -1.97 0.08
27 S 1.53 -1.39 -1.41
28 O 2.41 -2.34 -2.03
29 O 0.40 -0.92 -2.18
30 C 2.48 0.06 -0.96
31 C 2.43 1.18 -1.74
32 C 3.23 2.31 -1.46
33 C 4.08 2.34 -0.39
34 C 4.15 1.20 0.43
35 N 4.91 1.02 1.51
36 S 4.64 -0.45 2.09
37 N 3.56 -0.95 1.02
38 C 3.35 0.03 0.14
39 H 4.69 3.19 -0.17
40 H 3.16 3.16 -2.12
41 H 1.76 1.18 -2.59
42 C -0.17 -1.40 0.55
43 H -0.18 -0.35 0.26
44 H -0.19 -1.47 1.64
45 H 2.14 -3.69 -0.14
46 H 1.31 -3.50 1.43
47 H 0.13 -5.23 0.11
48 H 0.03 -4.14 -1.28
49 H -2.14 -4.16 -0.07
50 H -1.34 -3.71 1.43
51 H -1.35 -2.04 -1.12


Molecular formula: C4H7NO4
Method: DFT, ωB97M-V/def2-TZVPD

Values from the calculation:
relative energy (zero: lowest compared OMol25 entry of this formula, charge and spin)	613.07	kJ/mol
charge	0

Geometry (Å):
1 C 1.33 -1.13 -2.24
2 N 1.19 -0.67 -1.10
3 O 0.18 0.26 -0.95
4 C -0.03 0.78 0.44
5 O -1.09 0.11 1.09
6 C -0.56 -1.30 1.59
7 C -0.32 2.15 0.11
8 O 0.69 2.82 -0.28
9 O -1.71 2.41 -0.02
10 H 2.30 -1.69 -2.33
11 H 0.61 -0.97 -3.03
12 H 0.80 0.45 1.04
13 H -1.66 -1.56 2.04
14 H -0.02 -2.14 0.86
15 H 0.33 -1.03 2.23
16 H -2.04 1.51 0.58


no.,LUMO (eV)
1,0.6
2,-1.5
3,-0.3
4,-0.2
5,0.9
6,3.9
7,-1.1
8,0.7